# 1
8
Properties=species:S:1:pos:R:3:forces:R:3:nbo_charge:R:1 method="wB97M-V/def2-TZVPD" multiplicity=2 charge=+1 total_energy_ha=-1387.08537 relative_energy_kcal_mol=30.6 e_homo_ev="-11.66 / -11.36" largest_force_ev_per_a=3.243 orbital_gap_ev="5.9293 / 5.6721" lumo_energy_ev="-5.73 / -5.68"
C 0.1927 -1.1060 0.3314 1.1652 0.3203 -0.2039 -0.085
C 0.8049 -1.9123 1.0188 -0.7812 0.6075 -0.3598 -0.055
H 1.3159 -2.5936 1.6753 -0.2412 0.1470 -0.2529 0.258
O -0.3923 1.6604 1.0978 -0.1213 -0.9291 -2.6976 -0.508
C -0.4367 1.2592 -0.1013 -0.3760 2.5204 2.0055 -0.046
C -0.1107 -0.0279 -0.5493 0.0912 -2.3543 0.4647 -0.251
H -0.1629 -0.2447 -1.6198 0.0890 0.0021 0.3522 0.210
Yb -1.2111 2.9650 -1.8529 0.1743 -0.3138 0.6917 1.476

=====

# 2
7
Properties=species:S:1:pos:R:3:forces:R:3:nbo_charge:R:1 method="wB97M-V/def2-TZVPD" smiles=C#CC#CS total_energy_ha=-551.60158 relative_energy_kcal_mol=53.0 e_homo_ev=-8.62 largest_force_ev_per_a=11.062 orbital_gap_ev=8.3375 lumo_energy_ev=-0.28
C 2.4364 0.0212 -0.0361 4.1522 -0.1702 0.8942 -0.150
C 1.2708 -0.1143 0.0234 -2.7851 -0.2549 -0.8508 -0.124
C -0.0397 -0.3086 -0.2726 -10.0823 -0.5306 4.5209 -0.070
C -1.3334 -0.3685 0.2793 8.1430 0.2401 -4.1103 -0.194
S -3.0285 -0.1282 0.1927 1.0590 -1.4388 0.7605 0.161
H 3.4731 -0.0868 0.2094 -0.1244 0.4321 -0.3744 0.238
H -2.7788 0.9853 -0.3962 -0.3625 1.7223 -0.8402 0.139

=====

# 3
8
Properties=species:S:1:pos:R:3:forces:R:3:nbo_charge:R:1 method="wB97M-V/def2-TZVPD" smiles="S=C=C=S.C#C" total_energy_ha=-949.80204 relative_energy_kcal_mol=64.0 e_homo_ev="-8.26 / -8.25" largest_force_ev_per_a=5.501 orbital_gap_ev="5.9896 / 5.9552" lumo_energy_ev="-2.27 / -2.29"
S 1.7292 1.9917 0.0771 0.0425 -0.4076 -0.3239 0.239
C 1.5538 0.4295 -0.0202 0.3271 3.1478 0.5497 -0.243
C 1.3596 -0.7811 0.2104 0.5894 -3.8323 -0.4852 -0.235
S 1.4657 -2.3699 0.1382 -0.3133 1.0471 0.3147 0.225
C -1.5155 0.4256 0.4662 -0.0492 -1.6009 -3.1469 -0.225
C -1.2575 -0.1574 -0.5914 -1.6945 2.6796 4.4953 -0.234
H -1.9773 0.9516 1.2812 0.6181 -0.2192 0.0268 0.244
H -1.3580 -0.4899 -1.5615 0.4798 -0.8145 -1.4305 0.230

=====

# 4
53
Properties=species:S:1:pos:R:3:forces:R:3:nbo_charge:R:1 method="wB97M-V/def2-TZVPD" smiles="NC(N)=O.NC(N)=O.NC(N)=O.NC(N)=O.O.O.O.O.O.O.O" total_energy_ha=-1436.26402 relative_energy_kcal_mol=10.4 e_homo_ev=-9.10 largest_force_ev_per_a=1.406 orbital_gap_ev=8.4338 lumo_energy_ev=-0.67
N 3.1692 -0.3226 -3.4618 0.0240 0.6141 -0.2816 -0.861
C 3.4854 -1.2047 -2.4694 -0.7563 -0.7657 -0.1289 0.769
N 3.7290 -0.6164 -1.2627 -0.1559 0.1501 -0.5266 -0.889
O 3.4427 -2.4140 -2.6247 0.2658 0.1226 -0.0487 -0.661
H 3.1908 0.6772 -3.3352 0.0986 -0.0212 0.0340 0.401
H 3.0050 -0.6582 -4.3914 0.0542 -0.2556 0.0752 0.404
H 3.8328 0.3879 -1.2755 0.1300 -0.2534 0.7906 0.414
H 3.9224 -1.2471 -0.5090 0.2598 0.2352 0.1447 0.406
N -3.3312 -0.4758 2.4732 0.4616 -0.2374 0.5697 -0.870
C -4.5132 -0.3274 3.1441 -0.2319 -0.2806 -1.3580 0.770
N -4.8500 -1.4622 3.8303 -0.0375 0.3064 0.4820 -0.853
O -5.2719 0.6159 3.0011 -0.0501 0.1512 0.2640 -0.673
H -3.0497 0.1547 1.7486 -0.1299 0.2706 0.1453 0.399
H -2.6183 -1.0519 2.9103 -0.0559 0.0796 -0.5086 0.414
H -4.2074 -2.2289 3.8963 -0.1851 -0.1117 0.0217 0.394
H -5.7216 -1.4509 4.3235 0.0675 -0.1132 0.1740 0.400
N 0.5777 3.4898 -2.3006 -0.1142 -0.0188 0.2941 -0.858
C 1.1913 3.1441 -3.4771 0.0275 -0.7683 -0.8495 0.770
N 0.3299 2.5350 -4.3528 -0.0088 0.8011 0.6859 -0.845
O 2.3797 3.2881 -3.6982 0.0730 0.1304 0.2816 -0.665
H 1.1115 3.9582 -1.5956 -0.0574 0.3926 -0.1620 0.387
H -0.4204 3.5991 -2.2881 0.0353 0.0469 0.2362 0.393
H 0.6961 2.1076 -5.1807 -0.0442 -0.0254 -0.0295 0.412
H -0.5859 2.3218 -3.9935 0.0917 -0.5672 -0.5311 0.403
N 0.1775 0.0163 -1.0637 -0.3263 -0.0562 -0.3680 -0.833
C -0.2097 -0.7529 -0.0371 1.0678 0.2489 0.4943 0.799
N 0.6889 -0.9097 0.9900 -1.1799 -0.3536 0.2288 -0.865
O -1.3268 -1.2619 0.0394 -0.3329 0.1908 0.1481 -0.750
H 1.0995 0.4109 -1.0862 -0.0016 0.0551 -0.1815 0.399
H -0.5381 0.2463 -1.7474 0.6485 0.1388 0.0828 0.423
H 0.2028 -1.2227 1.8180 0.5379 -0.4153 0.1654 0.418
H 1.6704 -0.7144 1.0019 -0.0498 0.2291 -0.2533 0.402
O -1.7816 -3.9253 1.3497 0.0996 -0.0543 0.1561 -0.971
H -1.6477 -4.5867 0.6653 -0.0389 0.0115 -0.0610 0.470
H -1.4999 -3.0986 0.9312 -0.1140 0.1146 0.0046 0.492
O 1.8842 1.9195 2.4883 -0.0047 0.0205 0.2341 -0.951
H 1.8500 2.4756 3.2744 -0.0526 0.0417 -0.0090 0.477
H 2.3017 2.4731 1.8241 0.0532 -0.0647 -0.1282 0.476
O -2.8578 -2.9579 -1.4366 -0.1834 0.2288 -0.1710 -0.978
H -2.5464 -2.1871 -0.9296 0.1325 -0.2895 -0.0281 0.495
H -3.6322 -3.2670 -0.9582 0.0023 -0.0213 0.0310 0.468
O -1.0531 -1.7726 3.6747 0.2074 0.1502 0.0625 -0.961
H -0.5164 -1.0903 4.0971 0.0156 -0.0733 0.2398 0.491
H -0.9774 -2.5343 4.2575 0.0563 -0.1353 -0.1465 0.491
O 1.4622 -0.2793 4.6132 -0.2230 0.0425 -0.1170 -0.963
H 2.2843 0.0715 4.9659 0.0187 -0.0637 0.0552 0.480
H 1.3375 0.1891 3.7792 0.1936 0.0814 -0.1312 0.485
O 3.5552 2.2067 -1.1319 0.1515 0.1613 0.4868 -0.944
H 2.8072 2.8011 -1.0432 -0.0716 0.0241 -0.3201 0.478
H 4.2914 2.6668 -0.7149 0.0818 0.0173 -0.1365 0.484
O -1.8084 0.8777 -2.9970 -0.3153 0.0297 -0.0557 -0.965
H -2.1361 -0.0314 -2.9597 -0.0642 -0.0296 -0.1500 0.505
H -2.5750 1.4180 -2.7751 -0.0706 -0.1121 0.0931 0.485

=====

# 5
47
Properties=species:S:1:pos:R:3:forces:R:3:nbo_charge:R:1 method="wB97M-V/def2-TZVPD" charge=+1 total_energy_ha=-1127.81565 relative_energy_kcal_mol=11.8 e_homo_ev=-12.89 largest_force_ev_per_a=4.797 orbital_gap_ev=10.4491 lumo_energy_ev=-2.44
O -2.2625 0.7777 1.7702 2.7078 1.8525 -0.7059 -0.576
C -1.1580 1.1534 1.3230 -1.9530 -4.3274 0.6893 0.441
C -0.3792 0.0355 0.4426 -0.5320 3.4170 0.7294 -0.149
C -1.1546 -0.0756 -0.9164 2.8086 0.1046 0.0740 -0.450
C -1.5351 1.3102 -1.3977 -0.0680 0.5400 0.6915 -0.068
O -0.5091 2.2606 -1.2634 1.5629 -0.2161 -0.9802 -0.787
N -0.1983 -1.2316 1.2005 0.2280 0.4070 -0.3872 -0.735
H -0.6026 2.0734 1.5269 -0.5663 0.3736 0.0955 0.201
H 0.6186 0.5613 0.3450 -0.8409 -1.2139 -0.4552 0.231
H -2.0927 -0.6237 -0.9474 0.4571 -0.5393 0.5209 0.251
H -0.3125 -0.5121 -1.5545 -1.7367 0.3278 0.2219 0.229
H -2.2915 1.7462 -0.7149 -0.3230 -0.6073 -0.8328 0.189
H -1.8586 1.2382 -2.4380 -0.3576 0.1574 0.1095 0.193
H 0.2086 2.0802 -1.9474 -0.7581 0.4547 0.6808 0.514
H -0.9950 -1.8793 0.9870 0.0902 0.1687 0.5248 0.463
H 0.6864 -1.6724 0.9077 -0.2776 -0.0061 -0.1823 0.462
H -0.0071 -1.0702 2.2185 -0.3455 -0.4174 -0.6842 0.473
H 3.1738 -2.3010 -0.7609 0.5545 0.1304 0.0300 0.486
H 2.1121 -2.8894 -1.6724 -0.0618 -0.2471 -0.6422 0.481
O 2.2526 -2.5359 -0.8027 -0.6873 0.2261 0.7608 -0.962
H 2.1809 2.3271 -3.4027 1.4015 0.2275 -0.0651 0.490
H 0.9163 1.6942 -3.9215 -0.0151 -0.0719 0.3689 0.506
O 1.2712 2.2335 -3.1964 -1.1756 -0.1031 -0.3811 -0.956
H 0.7469 -0.6573 -4.8705 0.3363 0.4756 -0.0292 0.479
H -0.0190 -1.0136 -3.7046 -0.8184 -0.4663 0.9070 0.491
O 0.5614 -0.3138 -3.9829 0.3023 -0.2727 -1.0231 -0.963
H -5.0165 -0.8953 1.6066 0.0258 -0.3425 -0.0384 0.498
H -3.5351 -0.7644 1.8915 0.0828 0.1458 0.0058 0.502
O -4.2120 -1.4254 1.6854 -0.2707 0.4532 0.1862 -0.978
H -2.2467 -3.7311 0.5539 -0.1837 0.7747 0.1259 0.495
H -3.1843 -2.5569 0.9297 -1.8089 0.6262 0.7053 0.525
O -2.3505 -2.7564 0.5381 2.0989 -1.9063 -1.0430 -0.988
H 1.3019 4.1970 0.1880 -0.2407 -0.5211 0.6010 0.484
H 0.6137 2.8644 -0.0618 -0.0834 0.3212 0.4194 0.495
O 1.0559 3.3725 0.6590 0.5332 0.3219 -0.9275 -0.994
H 4.3806 2.8079 1.7979 -0.3310 -0.0857 -0.4060 0.483
H 3.0310 2.5363 1.0313 0.0991 0.1917 0.2644 0.506
O 3.8161 2.1140 1.4229 0.1774 0.0445 0.2181 -0.976
H 3.0786 1.4045 3.0195 0.3230 0.2053 -0.3465 0.517
H 2.2869 1.2490 4.4018 0.2605 0.0599 -1.3068 0.486
O 2.2882 1.0439 3.4353 -0.9200 -0.3018 1.8070 -0.994
H 1.7081 -2.2458 3.6881 0.0894 0.1156 0.1837 0.494
H 1.7619 -0.6686 3.4849 0.4340 -0.2480 -0.2640 0.518
O 1.5247 -1.5301 3.0751 -0.1270 0.0983 0.2900 -1.008
H -1.5385 -2.7878 -1.5011 -0.3614 0.0737 -0.0550 0.484
H -2.5296 -2.5055 -2.6756 1.0288 -0.0968 0.4271 0.487
O -1.5875 -2.4376 -2.3973 -0.7585 -0.3040 -0.8825 -0.969

=====

# 6
49
Properties=species:S:1:pos:R:3:forces:R:3:nbo_charge:R:1 method="wB97M-V/def2-TZVPD" charge=-1 total_energy_ha=-1278.60988 relative_energy_kcal_mol=66.7 e_homo_ev=-5.97 largest_force_ev_per_a=2.410 orbital_gap_ev=8.5537 lumo_energy_ev=2.59
O -1.0778 0.0521 1.5709 -0.9943 -0.0699 0.2924 -0.943
C -0.9892 0.0471 0.2827 -0.0998 -0.3660 0.0201 0.774
O -1.8954 0.9963 -0.3674 0.4307 0.8266 -0.4161 -0.837
C 0.4754 0.4027 -0.1784 0.0032 -0.4336 0.9993 -0.117
C 0.7513 1.8842 0.1747 0.7383 -0.6127 -2.2112 -0.451
C 1.6639 2.4264 -0.9418 0.3634 -0.3922 0.6049 -0.055
O 2.8072 1.5815 -1.0974 0.4218 -0.2024 -0.2212 -0.786
N 1.4958 -0.4106 0.5287 -0.3660 0.9511 -0.3304 -0.914
H -2.8097 0.7002 -0.4533 0.3902 -0.5558 0.2659 0.477
H 0.6531 0.2067 -1.2337 -0.5239 0.3168 -0.2533 0.199
H -0.2050 2.3760 0.0665 0.1212 0.6261 0.6769 0.211
H 1.3471 1.9800 1.0764 -0.6970 0.0491 0.5773 0.215
H 2.0940 3.3954 -0.6832 -0.3663 0.2386 -0.0791 0.163
H 1.1271 2.4731 -1.8904 0.0194 0.1093 -0.0406 0.182
H 2.6846 0.7278 -0.6380 -0.2199 0.2728 0.3957 0.502
H 1.3706 -0.2301 1.5454 0.1879 -0.8301 -1.0329 0.416
H 0.5321 0.8862 3.0965 -0.0199 -0.2582 0.2854 0.512
H 0.7706 -0.3702 3.9924 -0.0959 0.1724 0.0548 0.480
O 1.0035 0.0359 3.1542 0.6779 0.1873 0.9359 -0.973
H 1.4669 -1.9702 -1.6562 0.2491 0.0897 -0.1514 0.455
H 1.4139 -1.3946 0.3055 -0.1644 -0.0533 0.3846 0.365
O 1.6687 -2.8085 -2.0831 0.4824 0.0394 -0.0211 -0.943
H 0.6074 -2.8457 2.1815 0.1165 0.1217 0.1271 0.507
H 2.1844 -2.6740 2.0557 -0.2483 0.2692 0.1867 0.473
O 1.4235 -3.1962 1.7957 0.0672 -0.6433 -0.3538 -0.985
H -1.7359 2.7012 0.9823 -0.1663 -0.1380 -0.1989 0.492
H -3.2234 2.7422 1.1382 0.0581 0.0478 0.0326 0.468
O -2.4535 3.3191 1.1757 -0.0114 0.2263 0.2915 -0.962
H 0.0941 -4.2109 -0.2578 -0.3087 -0.5325 -0.3862 0.478
H -0.2031 -2.8368 -0.4188 -0.6332 0.4737 -0.2677 0.484
O -0.5469 -3.6754 -0.7547 0.5623 -0.5605 0.8150 -0.970
H -1.2282 1.2359 3.0775 -0.3181 0.5145 -0.5883 0.513
H -1.2474 2.8169 3.0976 -0.2709 -0.2541 -0.3083 0.490
O -0.9789 2.0326 3.5845 0.3552 -0.2718 0.6694 -1.004
H -0.8708 -1.2876 -2.1070 0.7147 0.2011 0.1780 0.511
H -1.1397 -1.0851 -3.5259 0.4089 0.1359 -0.4715 0.472
O -0.3676 -1.1192 -2.9431 -1.4603 -0.1381 0.0921 -1.001
H -1.0504 -1.4653 2.3717 0.0638 0.1563 -0.4972 0.519
H -2.1702 -2.4597 2.5505 0.0635 -0.2873 0.0742 0.468
O -1.2098 -2.4351 2.5039 -0.1410 0.2594 0.3632 -1.018
H 2.3640 0.7020 -2.7582 0.0388 0.4580 -0.1572 0.484
H 1.2195 0.1894 -3.6244 0.0019 0.0114 -0.0343 0.480
O 1.8695 0.9029 -3.5705 -0.1330 -0.4587 -0.1868 -0.977
H 0.8170 -3.0241 -2.4775 -0.0094 -0.0904 0.0082 0.488
H -1.9500 -1.8075 0.0972 0.1477 0.3238 0.6241 0.501
O -1.3313 -1.2255 -0.3557 0.5401 0.1777 -0.7333 -0.843
H -2.0613 2.3352 -2.3037 -0.7346 0.3594 -0.4225 0.473
H -1.2087 1.4206 -2.8875 0.2069 -0.5134 -0.8917 0.477
O -1.9512 1.9628 -3.1984 0.5516 0.0468 1.2992 -0.951